(1)
C18H20CuN2OSSe | the ωB97M-V functional and the def2-TZVPD basis

Properties
* ΔE to the lowest compared entry with this formula, charge and spin: 36.57 kJ/mol
* LUMO energy: 2.58 eV
* HOMO level: -1.932 eV
* total energy: -5322.77398 Ha
* net charge: -1
* gap between HOMO and LUMO: 4.51 eV

Cartesian coordinates (Å):
1 Cu -1.63488 0.07745 0.54565
2 Se -2.24484 0.77605 2.59302
3 O -0.41065 -0.18392 -1.15150
4 S 0.47562 0.93426 -0.65538
5 C 1.59140 1.18590 -2.12209
6 C 2.29827 -0.04722 -2.58502
7 C 3.66923 -0.20107 -2.38841
8 C 4.32148 -1.35925 -2.78656
9 C 3.60777 -2.38491 -3.38914
10 C 2.24169 -2.24049 -3.59320
11 C 1.59048 -1.08208 -3.19832
12 C 1.75572 0.18945 0.43557
13 C 1.68814 0.61401 1.87185
14 C 1.13456 -0.20219 2.84638
15 C 1.11446 0.20772 4.17089
16 C 1.63469 1.44017 4.52811
17 C 2.17214 2.27321 3.55535
18 C 2.20144 1.85641 2.23488
19 H 2.28302 1.98714 -1.85701
20 H 0.90028 1.56305 -2.87735
21 H 4.23305 0.59814 -1.91924
22 H 5.38747 -1.46031 -2.62410
23 H 4.11260 -3.29149 -3.69828
24 H 1.67788 -3.03871 -4.05952
25 H 0.52301 -0.97833 -3.33703
26 H 2.71845 0.48910 0.02070
27 H 1.64117 -0.88488 0.28710
28 H 0.67206 -1.13794 2.56333
29 H 0.63812 -0.41812 4.91299
30 H 1.59121 1.76849 5.55914
31 H 2.55812 3.24901 3.82384
32 H 2.61903 2.50631 1.47163
33 C -4.49029 -1.71586 1.17310
34 C -4.70786 -0.63437 0.18112
35 N -3.93850 -0.34716 -0.84618
36 C -4.48362 0.77764 -1.42445
37 C -5.58047 1.18277 -0.73180
38 N -5.71988 0.26310 0.28235
39 H -3.78855 -2.43784 0.75934
40 H -5.42481 -2.22029 1.43211
41 H -4.01421 -1.27265 2.05798
42 H -4.02227 1.25038 -2.27619
43 H -6.24617 2.01925 -0.84988
44 H -6.34563 0.33005 1.06423

(2)
C18H20N2O4S | the ωB97M-V functional and the def2-TZVPD basis

Properties
* SMILES: Cc1ccc(C(=O)NCC(=O)OCC(=O)NCCc2ccccc2)s1
* ΔE to the lowest compared entry with this formula, charge and spin: 0.00 kJ/mol
* LUMO energy: 0.02 eV
* HOMO level: -8.890 eV
* total energy: -1506.63426 Ha
* gap between HOMO and LUMO: 8.91 eV

Cartesian coordinates (Å):
1 C 5.70241 3.25676 -0.78133
2 C 4.49900 2.43488 -0.49590
3 C 3.18696 2.76467 -0.66772
4 C 2.30007 1.74060 -0.29360
5 C 2.93588 0.61959 0.16810
6 C 2.28120 -0.60428 0.61494
7 O 1.06225 -0.70927 0.65129
8 N 3.08955 -1.61289 1.02922
9 C 2.48264 -2.88372 1.34830
10 C 1.64006 -3.35590 0.15954
11 O 1.99542 -3.26078 -0.98437
12 O 0.48819 -3.87252 0.57092
13 C -0.43811 -4.31177 -0.41631
14 C -1.56694 -3.30440 -0.70115
15 O -2.62924 -3.69705 -1.13910
16 N -1.25664 -2.02638 -0.47080
17 C -2.19422 -0.94448 -0.65092
18 C -2.44145 -0.21864 0.67862
19 C -3.30520 0.98930 0.46325
20 C -2.73943 2.24850 0.31350
21 C -3.53394 3.35725 0.08048
22 C -4.90812 3.21891 -0.00970
23 C -5.48220 1.96715 0.13523
24 C -4.68547 0.86091 0.36884
25 S 4.66098 0.83241 0.13826
26 H 6.29719 3.39459 0.12121
27 H 5.40548 4.23163 -1.15987
28 H 6.33384 2.76826 -1.52308
29 H 2.86798 3.71635 -1.05362
30 H 1.22931 1.80616 -0.35878
31 H 4.07244 -1.58245 0.81173
32 H 1.82721 -2.77929 2.21751
33 H 3.26103 -3.61723 1.55726
34 H 0.08856 -4.50441 -1.35844
35 H -0.88669 -5.23743 -0.05102
36 H -0.36604 -1.75725 -0.06808
37 H -1.78911 -0.23689 -1.38251
38 H -3.12042 -1.36995 -1.04296
39 H -2.92260 -0.90974 1.37334
40 H -1.47404 0.07352 1.09191
41 H -1.66684 2.36060 0.38780
42 H -3.08038 4.33186 -0.03004
43 H -5.52973 4.08352 -0.19073
44 H -6.55432 1.85356 0.06638
45 H -5.13653 -0.11429 0.48239

(3)
C18H20N2O5S | the ωB97M-V functional and the def2-TZVPD basis

Properties
* SMILES: COc1cc(C(C)=O)ccc1OCc1cc(C(=O)N2CCSCC2)no1
* ΔE to the lowest compared entry with this formula, charge and spin: 244.59 kJ/mol
* LUMO energy: 0.31 eV
* HOMO level: -8.618 eV
* total energy: -1581.75399 Ha
* gap between HOMO and LUMO: 8.93 eV

Cartesian coordinates (Å):
1 C -4.20472 -3.18754 -0.18038
2 O -3.23882 -2.16154 -0.16436
3 C -3.66476 -0.86579 -0.02162
4 C -4.99863 -0.51560 0.09404
5 C -5.41692 0.80892 0.23424
6 C -6.87374 1.05074 0.34933
7 C -7.31907 2.48250 0.51883
8 O -7.67152 0.13815 0.31084
9 C -4.45519 1.81417 0.25696
10 C -3.12331 1.48064 0.14406
11 C -2.69860 0.15992 0.00624
12 O -1.34782 0.02813 -0.09384
13 C -0.72596 -1.23515 -0.16181
14 C 0.74135 -0.99253 -0.25627
15 C 1.46626 0.08009 -0.68397
16 C 2.81639 -0.33530 -0.52651
17 C 3.95325 0.54964 -0.89976
18 O 3.69990 1.63491 -1.39968
19 N 5.22500 0.13424 -0.70755
20 C 5.65765 -1.05255 -0.00801
21 C 6.19216 -0.70090 1.37695
22 S 7.67498 0.34989 1.24825
23 C 6.90803 1.65188 0.23056
24 C 6.29704 1.05655 -1.03035
25 N 2.85495 -1.55574 -0.04478
26 O 1.57984 -1.96900 0.12634
27 H -3.64001 -4.11165 -0.29447
28 H -4.89434 -3.07685 -1.02210
29 H -4.77105 -3.22073 0.75473
30 H -5.77270 -1.26626 0.07768
31 H -6.99763 3.07768 -0.33273
32 H -6.88518 2.90355 1.42291
33 H -8.40314 2.51384 0.59115
34 H -4.72942 2.85066 0.36228
35 H -2.35811 2.24039 0.15983
36 H -1.06163 -1.79542 -1.04480
37 H -0.93837 -1.83947 0.72861
38 H 1.12238 1.02127 -1.05242
39 H 4.81945 -1.74355 0.08327
40 H 6.45632 -1.52288 -0.59270
41 H 6.49800 -1.59673 1.91259
42 H 5.44154 -0.16480 1.95910
43 H 7.70059 2.35508 -0.01601
44 H 6.14736 2.15323 0.83032
45 H 5.87359 1.85312 -1.64721
46 H 7.06457 0.52077 -1.59776

(4)
C18H20N4O2S2 | the ωB97M-V functional and the def2-TZVPD basis

Properties
* SMILES: CCOCCCNC(=O)c1cc(Sc2nnc(C)s2)nc2ccccc12
* ΔE to the lowest compared entry with this formula, charge and spin: 121.75 kJ/mol
* LUMO energy: -0.36 eV
* HOMO level: -8.379 eV
* total energy: -1863.79050 Ha
* gap between HOMO and LUMO: 8.02 eV

Cartesian coordinates (Å):
1 C -6.11417 -1.49610 0.33701
2 C -5.21031 -0.70656 -0.60718
3 O -3.94802 -0.39748 -0.04935
4 C -3.93008 0.67188 0.87532
5 C -3.97561 2.06124 0.22445
6 C -3.08937 2.15427 -1.02602
7 N -1.78481 1.55058 -0.85039
8 C -0.91315 1.97700 0.08659
9 O -1.11808 2.92943 0.81109
10 C 0.39742 1.23946 0.10360
11 C 1.52688 2.01521 0.12813
12 C 2.78595 1.38224 0.10408
13 S 4.21364 2.41840 0.10054
14 C 5.52753 1.28584 0.03826
15 N 6.74305 1.71403 0.01466
16 N 7.64578 0.74581 -0.03551
17 C 7.14903 -0.43941 -0.05190
18 C 7.95348 -1.67856 -0.11012
19 S 5.38834 -0.46296 -0.00260
20 N 2.93780 0.09231 0.07027
21 C 1.85232 -0.70573 0.08683
22 C 2.05910 -2.09793 0.08398
23 C 0.99096 -2.95115 0.12217
24 C -0.31375 -2.44347 0.17345
25 C -0.54508 -1.09275 0.16916
26 C 0.52761 -0.18071 0.10969
27 H -5.59578 -2.38426 0.68929
28 H -7.01507 -1.79708 -0.19027
29 H -6.40281 -0.89812 1.19804
30 H -5.72127 0.20648 -0.93879
31 H -4.98158 -1.31464 -1.48740
32 H -2.98832 0.56120 1.41985
33 H -4.74701 0.58209 1.60063
34 H -4.99475 2.32394 -0.06326
35 H -3.63059 2.78182 0.96491
36 H -3.56746 1.64778 -1.86522
37 H -2.95765 3.21178 -1.27719
38 H -1.58556 0.71088 -1.36750
39 H 1.45909 3.09096 0.15476
40 H 7.72450 -2.23291 -1.01938
41 H 7.72594 -2.31667 0.74242
42 H 9.00877 -1.42037 -0.10025
43 H 3.07600 -2.45551 0.06102
44 H 1.14762 -4.01946 0.12340
45 H -1.14913 -3.12561 0.22106
46 H -1.56141 -0.73715 0.22770

(5)
C18H20N4O4S3Y | the ωB97M-V functional and the def2-TZVPD basis

Properties
* LUMO energy: -3.75 eV
* HOMO level: -10.839 eV
* total energy: -2450.67334 Ha
* net charge: +1
* gap between HOMO and LUMO: 7.09 eV

Cartesian coordinates (Å):
1 Y 9.49892 -12.14389 -3.51160
2 C 4.12291 -10.18116 -3.08360
3 S 5.64393 -9.53583 -2.35179
4 C 6.93344 -10.20873 -3.25793
5 S 8.53037 -9.80182 -2.70777
6 N 6.62587 -10.98704 -4.28734
7 N 7.64683 -11.59567 -4.88343
8 C 7.53558 -11.87392 -6.15860
9 C 8.68885 -12.63486 -6.71591
10 C 8.63967 -12.79168 -8.12875
11 C 9.82156 -13.20032 -8.76123
12 C 10.92440 -13.42909 -7.95589
13 C 10.87310 -13.31019 -6.59862
14 N 9.75946 -12.88187 -5.94823
15 H 4.33406 -11.08608 -3.62822
16 H 3.47697 -9.49726 -3.66465
17 H 3.61893 -10.47812 -2.24010
18 H 6.67133 -11.55473 -6.78148
19 H 7.69222 -12.60022 -8.68603
20 H 9.88914 -13.29198 -9.76985
21 H 11.90699 -13.59366 -8.41786
22 H 11.72933 -13.56313 -6.01040
23 C 15.86634 -18.28355 -3.82315
24 C 14.54931 -17.51458 -3.70497
25 C 14.18882 -16.60647 -4.64115
26 C 12.99341 -15.89341 -4.52187
27 C 12.14391 -16.19314 -3.42798
28 C 12.54233 -17.05895 -2.44268
29 C 13.74614 -17.69270 -2.63148
30 S 10.59951 -15.27695 -3.24586
31 O 11.10057 -13.88052 -3.20382
32 O 9.53762 -15.58183 -4.14805
33 N 10.03350 -15.78998 -1.78831
34 C 10.07552 -15.20778 -0.33812
35 C 9.15287 -14.02337 -0.00499
36 C 9.26759 -12.96789 -1.07021
37 O 10.16697 -12.10044 -1.18227
38 O 8.57021 -13.32646 -2.16430
39 H 16.24162 -18.15179 -4.87712
40 H 15.75788 -19.35358 -3.66100
41 H 16.55546 -17.92496 -3.10630
42 H 14.74951 -16.40715 -5.53191
43 H 12.77423 -15.17632 -5.30316
44 H 11.83951 -17.32684 -1.65054
45 H 14.03985 -18.40290 -1.79370
46 H 9.17879 -16.26539 -2.11739
47 H 11.15383 -15.04799 -0.13567
48 H 9.71997 -16.02045 0.33349
49 H 9.53073 -13.57392 0.95265
50 H 8.12077 -14.33790 0.03354